Computed, not measured: C47H36F15GeN3O2PRbS2 as an isolated structure, with the ωB97M-V functional and the def2-TZVPD basis.

As for the HOMO-LUMO gap: 7.70 eV. The energy above the lowest of the compared OMol25 structures with the same formula, charge and spin is 0.853 eV. The largest force on an atom comes out at 2.3 eV Å⁻¹.

Structure (ORCA input):
```
! wB97M-V def2-TZVPD RIJCOSX def2/J DEFGRID3
* xyz 0 1
Rb -0.575 -1.536 0.243
O 0.082 -1.357 2.788
C 1.327 -0.844 3.205
C 2.414 -1.018 2.178
C 3.738 -0.822 2.573
C 4.738 -0.918 1.626
C 4.390 -1.204 0.312
C 3.050 -1.392 0.025
N 2.085 -1.308 0.930
H -0.591 -0.858 3.262
H 1.647 -1.341 4.136
H 1.258 0.233 3.397
H 3.967 -0.587 3.601
H 5.771 -0.774 1.907
H 5.140 -1.278 -0.459
H 2.732 -1.618 -0.987
N -4.869 -1.003 0.433
P -3.475 -0.047 0.102
C -3.605 0.229 -1.701
C -4.796 0.108 -2.405
C -4.842 0.445 -3.745
C -3.705 0.902 -4.391
C -2.513 1.013 -3.696
C -2.462 0.678 -2.354
C -4.186 1.581 0.561
C -5.540 1.907 0.558
C -5.945 3.179 0.923
C -5.012 4.140 1.277
C -3.663 3.827 1.256
C -3.254 2.555 0.906
C -4.657 -2.350 0.326
C -5.490 -3.307 0.920
C -5.227 -4.638 0.679
C -4.163 -4.975 -0.151
C -3.381 -3.959 -0.667
N -3.605 -2.676 -0.425
H -5.508 -0.691 1.155
H -5.686 -0.247 -1.905
H -5.773 0.366 -4.289
H -3.752 1.176 -5.435
H -1.627 1.379 -4.194
H -1.543 0.808 -1.795
H -6.287 1.181 0.264
H -6.996 3.426 0.930
H -5.337 5.128 1.565
H -2.929 4.574 1.522
H -2.204 2.294 0.893
H -6.311 -3.003 1.552
H -5.839 -5.406 1.131
H -3.945 -6.005 -0.376
H -2.541 -4.178 -1.315
F 1.152 5.294 -2.733
C 1.953 4.254 -2.984
C 2.152 3.291 -2.013
C 3.034 2.275 -2.313
F 3.270 1.351 -1.356
C 3.700 2.178 -3.525
F 4.552 1.170 -3.767
C 3.471 3.152 -4.491
F 4.089 3.083 -5.674
C 2.597 4.198 -4.216
F 2.386 5.144 -5.138
Ge 1.329 3.180 -0.165
S 0.175 1.502 0.258
C 0.231 4.844 0.031
C -0.855 5.003 -0.809
F -1.055 4.070 -1.751
C -1.716 6.085 -0.711
F -2.739 6.240 -1.558
C -1.500 7.025 0.294
F -2.312 8.081 0.410
C -0.449 6.857 1.189
F -0.260 7.745 2.174
C 0.396 5.765 1.044
F 1.405 5.598 1.917
C 3.035 3.588 0.856
C 3.364 2.906 2.008
F 2.475 2.049 2.532
C 4.577 3.082 2.660
F 4.864 2.373 3.763
C 5.495 3.994 2.153
F 6.673 4.173 2.760
C 5.179 4.721 1.010
F 6.051 5.611 0.519
C 3.958 4.502 0.386
F 3.662 5.218 -0.711
C 1.670 -8.122 -1.746
C 1.596 -6.601 -1.636
C 0.749 -6.174 -0.448
S 1.021 -4.378 -0.075
O -0.142 -3.977 0.728
C 2.459 -4.604 1.092
C 2.042 -4.566 2.552
C 1.601 -5.922 3.089
H 2.188 -8.417 -2.654
H 0.671 -8.549 -1.768
H 2.204 -8.542 -0.897
H 1.172 -6.187 -2.553
H 2.606 -6.198 -1.526
H 0.987 -6.756 0.437
H -0.315 -6.267 -0.658
H 3.123 -3.774 0.861
H 2.964 -5.530 0.827
H 1.221 -3.856 2.656
H 2.880 -4.192 3.143
H 0.668 -6.232 2.626
H 1.431 -5.872 4.162
H 2.364 -6.676 2.898
*
```